# 1
13
Properties=species:S:1:pos:R:3 method="wB97M-V/def2-TZVPD" max_force_ev_per_a=9.4 homo_lumo_gap_ev=11.0 homo_energy_ev=-9.878 smiles="C=CCOC" e_tot_ev=-6320.4312 e_above_lowest_kcal_mol=109.2 total_charge=0
C -1.586 -0.351 0.049
C -0.745 0.373 -0.518
C 0.122 1.017 0.270
O 1.410 0.564 -0.188
C 1.277 -0.786 -0.109
H -2.678 -0.711 -0.430
H -1.501 -0.496 1.113
H -0.692 1.050 -1.549
H 0.241 2.094 0.157
H 0.196 0.821 1.404
H 0.481 -1.113 -0.660
H 2.282 -1.094 -0.521
H 1.194 -1.368 0.981



# 2
50
Properties=species:S:1:pos:R:3 method="wB97M-V/def2-TZVPD" max_force_ev_per_a=0.5 homo_lumo_gap_ev="8.3 / 8.5" homo_energy_ev="-12.254 / -12.367" e_tot_ev=-71862.0617 s_squared=2.01 multiplicity=3 e_above_lowest_kcal_mol=0.0 total_charge=+1
V 0.153 -0.186 0.168
O 3.652 1.589 0.233
C 2.509 1.278 0.073
O 1.963 0.131 0.473
C 1.527 2.189 -0.625
C 1.929 3.426 -1.135
C 0.988 4.216 -1.731
C -0.356 3.792 -1.791
C -1.381 4.584 -2.362
C -2.673 4.147 -2.359
C -3.002 2.904 -1.774
C -2.035 2.113 -1.224
C -0.690 2.536 -1.234
N 0.282 1.742 -0.689
H 2.967 3.711 -1.036
H 1.256 5.178 -2.148
H -1.122 5.544 -2.790
H -3.455 4.756 -2.789
H -4.036 2.587 -1.749
H -2.283 1.183 -0.735
O -2.697 -0.715 2.738
C -1.637 -0.889 2.209
O -0.981 0.101 1.572
C -0.980 -2.234 2.107
C -1.754 -3.373 2.285
C -1.197 -4.625 2.078
C 0.134 -4.747 1.695
C 0.919 -3.614 1.542
C 0.362 -2.359 1.754
H -2.788 -3.257 2.585
H -1.800 -5.512 2.218
H 0.565 -5.727 1.540
H 1.968 -3.703 1.294
H 1.033 -1.503 1.771
C -1.283 -4.051 -3.383
O -0.870 -3.252 -2.248
P -0.931 -1.661 -2.314
O 0.540 -1.304 -1.609
C 1.762 -1.379 -2.381
O -1.564 -1.286 -0.836
C -2.987 -1.440 -0.624
H -0.447 -4.686 -3.663
H -1.567 -3.419 -4.225
H -2.127 -4.662 -3.075
H 2.584 -1.276 -1.680
H 1.786 -0.579 -3.119
H 1.818 -2.351 -2.868
H -3.140 -2.270 0.060
H -3.485 -1.643 -1.572
H -3.379 -0.527 -0.185



# 3
26
Properties=species:S:1:pos:R:3 method="wB97M-V/def2-TZVPD" max_force_ev_per_a=6.6 homo_lumo_gap_ev="8.5 / 9.4" homo_energy_ev="-7.750 / -9.325" e_tot_ev=-45424.8059 s_squared=8.77 multiplicity=6 e_above_lowest_kcal_mol=0.0 total_charge=0
Mn -0.954 0.324 -0.731
C -1.383 -0.817 -3.884
H -1.031 -0.655 -2.758
H -1.448 -1.869 -4.295
H -1.165 0.056 -4.587
H -2.503 -0.795 -3.806
H -2.342 0.319 -1.446
B 1.228 -0.955 1.463
N 1.760 0.157 0.525
C 2.949 0.758 0.536
C 2.998 1.692 -0.483
C 1.740 1.629 -1.147
N 0.984 0.687 -0.486
N -0.227 -0.583 1.868
C -0.802 -0.609 3.062
C -2.122 -0.242 2.950
C -2.358 0.024 1.611
N -1.167 -0.160 0.953
H 1.957 -1.013 2.433
H 1.277 -2.049 0.980
H 3.743 0.459 1.251
H 3.802 2.347 -0.748
H 1.403 2.107 -2.020
H -0.227 -0.942 3.938
H -2.857 -0.156 3.748
H -3.254 0.286 1.072